Entry 1:
ORCA calculation (ωB97M-V with the def2-TZVPD basis set) on 2 unconnected molecules or ions with the total composition C12H16N2 in a non-equilibrium geometry.

```
30
C12H16N2 ωB97M-V with the def2-TZVPD basis set
C -3.504 -1.962 0.872
C -2.176 -1.616 0.190
C -0.985 -2.351 0.718
C -0.628 -2.540 2.024
N 0.482 -3.356 1.988
C 0.768 -3.564 0.676
N -0.106 -3.009 -0.112
H -3.820 -2.928 0.494
H -4.291 -1.256 0.581
H -3.421 -1.975 1.955
H -2.222 -1.704 -0.896
H -1.975 -0.540 0.259
H -1.076 -2.233 2.959
H 1.159 -3.384 2.732
H 1.627 -4.133 0.369
C 2.317 3.840 -2.404
C 1.680 2.894 -1.408
C 0.875 1.863 -1.905
C 0.297 0.923 -1.074
C 0.455 1.088 0.302
C 1.167 2.146 0.827
C 1.838 3.014 -0.040
H 2.872 4.606 -1.861
H 1.549 4.342 -2.993
H 3.011 3.346 -3.072
H 0.647 1.811 -2.968
H -0.343 0.140 -1.449
H 0.027 0.381 1.005
H 1.286 2.363 1.877
H 2.488 3.793 0.353
```

Properties
energy relative to the best compared isomer or geometry (same formula, charge and spin): 33.85 kJ/mol
LUMO energy: 0.84 eV
SMILES: CCc1c[nH]cn1.Cc1ccccc1
HOMO-LUMO gap: 0.348 Ha
HOMO energy: -8.62 eV



Entry 2:
ORCA calculation (ωB97M-V with the def2-TZVPD basis set) on a molecular structure, C12H16N2 in a non-equilibrium geometry.

```
30
C12H16N2 ωB97M-V with the def2-TZVPD basis set
C -2.149 -0.335 -1.637
C -1.659 0.320 -0.227
C -2.582 0.188 0.770
C -2.422 0.467 2.140
C -1.185 1.125 2.413
C -0.395 1.666 1.276
C 0.943 2.596 1.785
C -0.468 0.906 0.005
C 0.527 0.924 -1.094
C 1.301 -0.307 -1.138
C 2.142 -2.160 -1.830
C 1.961 -2.314 -0.365
H -3.438 -0.556 -1.268
H -2.103 0.248 -2.467
H -1.652 -1.329 -2.015
H -3.438 -0.265 0.232
H -3.042 0.290 2.983
H -0.816 1.318 3.512
H 2.008 2.020 1.835
H 0.764 3.143 2.804
H 0.964 3.290 0.893
H 1.338 1.539 -0.642
H 0.206 0.935 -2.149
H 1.644 -3.206 -2.134
H 3.205 -2.151 -2.295
H 2.848 -2.808 0.107
H 0.970 -2.974 -0.226
H 1.257 -0.765 0.868
N 1.432 -0.987 -2.244
N 1.840 -0.820 0.109
```

Properties
energy relative to the best compared isomer or geometry (same formula, charge and spin): 538.43 kJ/mol
LUMO energy: 0.64 eV
HOMO-LUMO gap: 0.350 Ha
HOMO energy: -8.90 eV



Entry 3:
ORCA calculation (ωB97M-V with the def2-TZVPD basis set) on 2 unconnected molecules or ions with the total composition C12H16N2O in a non-equilibrium geometry.

```
31
C12H16N2O ωB97M-V with the def2-TZVPD basis set
C 0.647 -2.752 1.965
C 0.716 -1.340 1.352
C -0.310 -0.386 1.901
C -0.107 0.830 2.459
N -1.325 1.514 2.503
C -2.218 0.595 1.819
N -1.660 -0.494 1.512
H 0.397 -2.825 3.036
H 1.631 -3.208 1.990
H -0.174 -3.255 1.458
H 1.645 -0.852 1.671
H 0.648 -1.472 0.279
H 0.879 1.145 2.750
H -1.736 1.730 3.407
H -3.173 0.977 1.484
C 2.292 1.429 -0.772
C 1.038 0.934 -1.438
C 1.084 -0.125 -2.345
C -0.093 -0.573 -2.931
C -1.288 0.079 -2.623
O -2.448 -0.156 -3.341
C -1.373 1.099 -1.684
C -0.195 1.412 -1.017
H 2.615 0.899 0.128
H 2.235 2.470 -0.437
H 3.088 1.441 -1.526
H 2.038 -0.397 -2.782
H -0.017 -1.501 -3.487
H -2.360 -1.015 -3.768
H -2.233 1.659 -1.350
H -0.245 2.140 -0.213
```

Properties
energy relative to the best compared isomer or geometry (same formula, charge and spin): 202.60 kJ/mol
LUMO energy: 0.90 eV
SMILES: CCc1c[nH]cn1.Cc1ccc(O)cc1
HOMO-LUMO gap: 0.336 Ha
HOMO energy: -8.26 eV



Entry 4:
ORCA calculation (ωB97M-V with the def2-TZVPD basis set) on a single C12H16N2O molecule in a non-equilibrium geometry.

```
31
C12H16N2O ωB97M-V with the def2-TZVPD basis set
C -0.785 2.313 1.395
C -0.681 1.381 2.598
C -1.199 -0.067 2.362
C -0.196 -0.831 1.454
C -0.786 -0.989 0.082
O -1.721 -0.290 -0.267
C -0.135 -2.041 -0.816
N 0.289 -3.172 -0.233
C -0.136 -1.844 -2.152
C -0.626 -0.568 -2.727
C -0.125 0.690 -2.694
C 1.055 1.207 -2.037
C 2.072 0.482 -1.416
C 3.089 1.179 -0.729
N 4.029 1.673 -0.231
H -0.131 3.186 1.518
H -0.420 1.707 0.500
H -1.872 2.767 1.439
H -1.267 1.873 3.355
H 0.300 1.282 2.983
H -2.122 -0.046 2.051
H -1.286 -0.607 3.402
H 0.728 -0.219 1.494
H 0.091 -1.769 1.870
H 0.964 -3.775 -0.779
H -0.243 -3.562 0.611
H 0.201 -2.551 -2.799
H -1.438 -0.609 -3.401
H -0.585 1.457 -3.251
H 1.015 2.331 -2.021
H 1.919 -0.589 -1.559
```

Properties
energy relative to the best compared isomer or geometry (same formula, charge and spin): 450.22 kJ/mol
LUMO energy (alpha / beta): -0.32 / -0.32 eV
SMILES: CCCCC(=O)\C(N)=C/C=C\C=C\C#N
HOMO-LUMO gap (alpha / beta): 0.291 / 0.291 Ha
HOMO energy (alpha / beta): -8.23 / -8.23 eV



Entry 5:
ORCA calculation (ωB97M-V with the def2-TZVPD basis set) on 2 unconnected molecules or ions with the total composition C12H16N2O in a non-equilibrium geometry.

```
31
C12H16N2O ωB97M-V with the def2-TZVPD basis set
C 2.242 0.876 2.482
C 1.700 1.442 1.236
C 2.394 1.856 0.126
N 1.631 1.857 -1.024
C 0.324 1.601 -0.564
C -0.819 1.604 -1.397
C -1.990 1.308 -0.758
C -2.043 1.330 0.660
C -0.937 1.209 1.463
C 0.326 1.348 0.820
H 2.236 1.308 3.486
H 3.216 0.387 2.389
H 1.594 -0.052 2.808
H 3.409 2.222 0.106
H 1.861 2.275 -1.898
H -0.957 1.628 -2.477
H -2.895 1.165 -1.367
H -2.994 1.296 1.260
H -1.021 1.059 2.524
C -2.590 -2.057 -0.578
C -1.137 -1.939 -0.035
C 0.012 -2.698 -0.644
N 1.095 -2.130 -1.220
O -0.082 -3.927 -0.526
H -2.768 -2.838 -1.309
H -2.829 -1.145 -1.159
H -3.224 -2.220 0.293
H -0.914 -0.880 0.120
H -1.273 -2.503 0.881
H 1.789 -2.840 -1.398
H 1.223 -1.138 -1.285
```

Properties
energy relative to the best compared isomer or geometry (same formula, charge and spin): 146.90 kJ/mol
LUMO energy: 0.68 eV
SMILES: Cc1c[nH]c2ccccc12.CCC(N)=O
HOMO-LUMO gap: 0.325 Ha
HOMO energy: -8.17 eV



Entry 6:
ORCA calculation (ωB97M-V with the def2-TZVPD basis set) on a single C12H16N6O2S2 molecule in a non-equilibrium geometry.

```
38
C12H16N6O2S2 ωB97M-V with the def2-TZVPD basis set
C 2.439 -0.622 -1.962
C 2.669 -1.037 -3.315
C 1.336 -1.009 -4.226
C 0.461 -2.146 -4.004
C -0.222 -1.886 -2.763
N -0.604 -2.399 -1.812
N -1.311 -1.909 -0.844
C -1.637 -0.727 -0.966
N -2.602 -0.068 -0.198
C -2.764 -0.112 1.054
O -3.329 0.716 1.694
C -1.915 -1.219 1.939
S 0.119 -0.863 1.780
C 0.148 0.551 2.645
N -1.135 1.199 3.192
C -0.941 2.178 3.834
N -1.933 2.779 4.297
C 0.262 3.010 3.907
C 1.436 2.201 3.438
O 2.510 2.783 3.567
N 1.284 0.995 2.795
S -1.304 -0.141 -2.588
H 1.572 -1.287 -1.422
H 1.935 0.581 -2.144
H 3.404 -0.737 -1.383
H 3.167 -2.096 -3.416
H 3.520 -0.509 -3.951
H 1.033 -0.022 -4.322
H 1.899 -1.120 -5.429
H 0.800 -2.981 -3.897
H -0.390 -2.188 -4.765
H -2.847 0.770 -0.522
H -2.007 -2.049 1.393
H -2.016 -1.289 2.955
H -2.367 3.675 4.656
H -2.861 2.138 3.915
H 0.300 3.923 4.598
H 1.892 0.917 2.269
```

Properties
energy relative to the best compared isomer or geometry (same formula, charge and spin): 1349.11 kJ/mol
LUMO energy: -0.25 eV
SMILES: CCCCc1nnc(NC(=O)CSc2nc(N)cc(=O)[nH]2)s1
HOMO-LUMO gap: 0.247 Ha
HOMO energy: -6.96 eV



Entry 7:
ORCA calculation (ωB97M-V with the def2-TZVPD basis set) on a single C12H16O2S molecule in a non-equilibrium geometry.

```
31
C12H16O2S ωB97M-V with the def2-TZVPD basis set
C -3.572 -0.183 1.103
C -2.260 -0.609 0.818
C -3.915 0.521 -0.036
C -1.882 -0.078 -0.422
C 0.558 1.704 -0.363
C -0.643 -0.278 -1.182
C 1.314 0.896 0.585
C 0.477 -1.036 -0.761
C 2.780 1.358 0.193
C 1.131 1.417 2.092
C 1.445 -1.089 -1.964
C 0.059 -2.463 -0.263
O -2.941 0.516 -0.982
O 1.173 -0.509 0.401
S 0.079 3.189 -0.651
H -4.094 -0.153 2.077
H -1.678 -1.201 1.571
H -4.838 1.072 -0.208
H -0.801 0.027 -2.170
H 2.714 2.098 -0.655
H 3.214 0.410 -0.223
H 3.388 1.726 1.034
H 0.021 1.320 2.387
H 1.267 2.549 1.983
H 1.825 0.907 2.761
H 1.580 -0.147 -2.387
H 1.011 -1.709 -2.734
H 2.440 -1.624 -1.764
H 0.850 -2.729 0.473
H 0.101 -3.350 -0.969
H -0.804 -2.553 0.255
```

Properties
energy relative to the best compared isomer or geometry (same formula, charge and spin): 390.27 kJ/mol
LUMO energy (alpha / beta): -0.16 / -0.49 eV
HOMO-LUMO gap (alpha / beta): 0.253 / 0.243 Ha
HOMO energy (alpha / beta): -7.03 / -7.11 eV



Entry 8:
ORCA calculation (ωB97M-V with the def2-TZVPD basis set) on a single C12H16O2S molecule in a non-equilibrium geometry.

```
31
C12H16O2S ωB97M-V with the def2-TZVPD basis set
C 2.823 1.567 0.269
C 1.442 0.935 0.514
C 1.089 1.213 2.057
O 1.432 -0.457 0.188
C 0.531 -0.933 -0.834
C 1.334 -1.315 -2.093
C -0.093 -2.207 -0.172
C -0.455 0.180 -1.012
C -1.719 0.119 -0.197
C -2.095 -0.303 1.038
C -3.504 -0.423 0.988
C -3.892 0.044 -0.231
O -2.812 0.481 -0.940
C 0.494 1.530 -0.318
S 0.315 3.071 -0.684
H 3.675 0.957 0.800
H 2.787 2.531 0.615
H 2.948 1.644 -0.756
H 1.639 2.046 2.435
H 1.320 0.324 2.604
H 0.019 1.427 2.143
H 1.816 -0.326 -2.527
H 0.624 -1.818 -2.853
H 2.174 -2.017 -1.923
H -1.099 -2.264 -0.438
H -0.053 -2.061 0.915
H 0.540 -2.999 -0.347
H -0.768 0.340 -2.029
H -1.424 -0.795 1.737
H -4.156 -0.853 1.667
H -4.932 0.360 -0.616
```

Properties
energy relative to the best compared isomer or geometry (same formula, charge and spin): 185.19 kJ/mol
LUMO energy: -0.06 eV
SMILES: CC1(C)OC(C)(C)[C@@H](c2ccco2)C1=S
HOMO-LUMO gap: 0.298 Ha
HOMO energy: -8.17 eV



Entry 9:
ORCA calculation (ωB97M-V with the def2-TZVPD basis set) on a molecular structure, C12H17Al2Br4IKN2O16P2S in a non-equilibrium geometry.

```
58
C12H17Al2Br4IKN2O16P2S ωB97M-V with the def2-TZVPD basis set
O -1.459 -0.363 -1.191
P -0.226 0.408 -1.137
O 0.905 -0.341 -2.051
O 0.414 0.520 0.290
I 0.102 -1.135 1.414
O -0.433 1.862 -1.710
C -0.897 2.747 -0.629
C -1.792 3.859 -1.164
C -3.115 3.810 -0.408
C -4.069 2.662 -0.863
C -5.164 2.250 -0.033
C -5.932 1.201 -0.475
C -5.653 0.574 -1.673
C -4.617 0.969 -2.466
C -3.823 2.025 -2.052
H 1.602 0.320 -2.234
H -0.023 3.155 -0.138
H -1.490 2.151 0.058
H -1.313 4.811 -0.944
H -1.929 3.840 -2.239
H -2.827 3.606 0.644
H -3.604 4.804 -0.426
H -5.428 2.702 0.930
H -6.750 0.837 0.125
H -6.253 -0.269 -1.980
H -4.395 0.460 -3.387
H -3.004 2.299 -2.692
K -4.935 5.071 1.127
O -8.038 3.757 2.523
H -8.607 2.990 2.660
Al 3.296 -0.797 -2.017
Br 4.807 -0.178 -3.895
N -2.872 1.891 3.386
O -2.268 0.914 3.831
O -2.237 2.839 2.838
O -4.112 1.956 3.441
O 4.742 -4.890 1.384
S 3.627 -3.822 0.948
O 4.375 -2.732 0.318
O 2.987 -3.378 2.172
O 2.730 -4.486 0.037
C 8.691 -6.091 0.496
C 7.431 -5.367 0.484
N 6.447 -4.766 0.452
H 9.035 -6.209 1.523
H 8.553 -7.074 0.050
H 9.435 -5.536 -0.072
C -3.820 -3.395 2.759
Br -2.432 -4.500 2.001
Br -3.438 -2.938 4.585
Br -4.136 -1.832 1.687
H -4.727 -3.979 2.757
Al 6.271 -4.555 2.616
O 8.245 0.476 -3.475
P 8.074 1.469 -2.329
O 9.460 1.948 -1.927
O 7.342 0.769 -1.190
O 7.246 2.680 -2.739
```

Properties
charge: -1
LUMO energy: -4.33 eV
HOMO-LUMO gap: 0.041 Ha
HOMO energy: -5.44 eV



Entry 10:
ORCA calculation (ωB97M-V with the def2-TZVPD basis set) on 2 unconnected molecules or ions with the total composition C12H17BF5N4O9PS in a non-equilibrium geometry.

```
50
C12H17BF5N4O9PS ωB97M-V with the def2-TZVPD basis set
N 1.670 3.074 -1.241
C 0.555 2.520 -1.622
N 0.642 1.548 -2.673
N -0.672 2.908 -0.946
C -1.904 2.315 -1.536
C -2.162 0.847 -0.885
C -2.510 -0.218 -2.000
C -2.761 -1.697 -1.459
C -1.929 -1.969 -0.141
C -2.541 -2.161 1.149
N -1.695 -2.355 2.288
C -0.228 -2.347 2.180
S 0.694 -2.543 3.699
O 0.547 -3.954 4.143
O 2.107 -2.159 3.498
C 0.067 -1.387 5.064
F -1.155 -0.800 4.757
F -0.131 -2.180 6.218
C 1.109 -0.271 5.471
F 2.248 -0.798 6.063
F 1.433 0.594 4.461
F 0.524 0.523 6.478
C 0.454 -2.177 0.847
O 1.839 -2.155 0.666
B 2.248 -0.958 0.028
O 3.172 -1.040 -1.073
O 1.820 0.340 0.387
C -0.373 -1.979 -0.352
H 1.436 3.754 -0.503
H 0.129 0.689 -2.453
H 1.629 1.251 -2.725
H -0.594 2.687 0.054
H -1.862 2.185 -2.650
H -2.760 2.983 -1.199
H -3.061 0.920 -0.204
H -1.233 0.616 -0.291
H -1.768 -0.276 -2.844
H -3.493 0.120 -2.469
H -3.840 -1.867 -1.184
H -2.463 -2.427 -2.279
H -3.661 -2.148 1.211
H -2.147 -2.470 3.187
H 4.042 -1.330 -0.739
H 2.592 0.942 0.386
H 0.052 -1.834 -1.379
O 3.767 3.457 -6.531
P 2.786 2.938 -5.477
O 3.340 1.647 -4.872
O 1.435 2.665 -6.138
O 2.608 3.976 -4.370
```

Properties
charge: -2
LUMO energy: 1.86 eV
HOMO-LUMO gap: 0.087 Ha
HOMO energy: -0.52 eV



Entry 11:
ORCA calculation (ωB97M-V with the def2-TZVPD basis set) on a molecular structure, C12H17BN4O5PdS2.

```
42
C12H17BN4O5PdS2 ωB97M-V with the def2-TZVPD basis set
Pd 0.262 0.110 -0.008
O 1.473 2.513 0.835
C 0.915 1.456 1.547
O -0.233 1.543 2.013
C 1.989 0.686 2.325
O 2.728 -0.311 1.665
C 3.759 0.155 0.816
C 3.430 0.362 -0.679
O 4.416 0.723 -1.351
O 2.267 0.142 -1.087
H 0.752 2.821 0.249
H 1.457 0.193 3.140
H 2.678 1.439 2.744
H 4.549 -0.600 0.846
H 4.176 1.095 1.198
C 0.154 -2.583 2.396
N -0.915 -1.721 1.965
C -1.837 -1.092 2.777
C -2.710 -0.469 1.954
N -2.369 -0.725 0.650
B -3.244 -0.184 -0.545
N -2.379 0.162 -1.798
C -2.248 -0.721 -2.846
C -1.214 -0.335 -3.622
N -0.686 0.794 -3.030
C 0.478 1.528 -3.473
C -1.422 1.123 -1.937
S -1.309 2.642 -1.158
C -1.242 -1.510 0.651
S -0.617 -2.455 -0.654
H 0.394 -2.341 3.432
H 1.032 -2.403 1.776
H -0.132 -3.636 2.315
H -1.714 -1.030 3.843
H -3.506 0.215 2.186
H -4.023 -1.053 -0.904
H -3.828 0.788 -0.125
H -2.853 -1.607 -2.889
H -0.745 -0.812 -4.463
H 0.876 1.025 -4.354
H 1.236 1.513 -2.688
H 0.202 2.556 -3.713
```

Properties
energy relative to the best compared isomer or geometry (same formula, charge and spin): 0.00 kJ/mol
charge: -2
LUMO energy: 5.19 eV
HOMO-LUMO gap: 0.209 Ha
HOMO energy: -0.51 eV



Entry 12:
ORCA calculation (ωB97M-V with the def2-TZVPD basis set) on a molecular structure, C12H17BN6O2Re in a non-equilibrium geometry.

```
39
C12H17BN6O2Re ωB97M-V with the def2-TZVPD basis set
C -2.480 1.340 0.412
N -1.217 0.827 0.269
N -0.685 1.317 -0.921
C -1.589 2.172 -1.453
C -2.746 2.149 -0.691
B 0.784 1.048 -1.416
N 1.693 1.228 -0.156
N 1.371 0.988 1.194
C 2.394 1.523 1.948
C 3.270 2.206 1.097
C 2.770 2.053 -0.186
Re -0.373 0.284 2.080
N 1.076 -0.197 -2.448
N 1.693 -1.417 -2.144
C 1.576 -2.206 -3.220
C 1.020 -1.477 -4.315
C 0.770 -0.209 -3.785
H 1.858 -3.257 -3.229
H 0.375 0.676 -4.270
H 0.819 -1.833 -5.313
H 1.082 2.025 -2.113
H 3.048 2.508 -1.121
H -1.349 2.790 -2.313
H 4.142 2.757 1.402
H -3.673 2.654 -0.881
H 2.428 1.412 3.024
H -3.074 1.139 1.298
H 1.136 -1.820 1.681
C 0.912 -1.126 2.515
H 1.859 -0.779 2.959
H -0.818 0.614 3.558
H 0.340 -1.712 3.256
C -3.170 -2.928 2.245
O -2.346 -1.768 2.482
C -1.475 -1.404 1.483
O -1.289 -1.972 0.419
H -2.585 -3.734 1.785
H -4.035 -2.625 1.640
H -3.510 -3.247 3.229
```

Properties
energy relative to the best compared isomer or geometry (same formula, charge and spin): 48.25 kJ/mol
charge: +4
LUMO energy (alpha / beta): -16.61 / -19.11 eV
2S+1: 4
HOMO-LUMO gap (alpha / beta): 0.233 / 0.137 Ha
HOMO energy (alpha / beta): -22.96 / -22.85 eV